Entry 1:
The following is a quantum chemistry calculation of an isolated molecule of C27H52NO4P, from OMol25.

Properties
Frontier orbital gap (eV): 10.113
LUMO (eV): 0.45
Net charge: 0

XYZ file:
```
85
C27H52NO4P (ωB97M-V/def2-TZVPD)
P -0.859 2.204 3.073
O -3.109 1.519 0.221
O -3.623 1.274 2.359
O -1.576 1.931 4.332
O 6.941 -2.460 -0.959
N -4.819 -1.014 0.406
C -4.063 -0.836 -0.567
C 1.727 -2.927 -1.602
C 4.776 -2.574 0.206
C 1.777 -1.529 -0.939
C -3.275 1.902 -2.657
C -1.252 0.975 1.707
C 4.277 -3.134 -1.145
C -1.986 4.549 -0.971
C -0.793 -0.350 2.387
C -1.502 -2.726 2.755
C 0.367 -0.916 -0.798
C 6.305 -2.410 0.300
C -2.547 -0.631 -0.451
C -1.360 3.880 0.285
C -0.787 1.260 0.242
C 2.876 -3.810 -1.058
C -1.883 -1.229 3.053
C -4.253 0.963 -3.445
C -0.325 2.755 -0.015
C -2.797 1.244 1.547
C -2.811 2.965 -3.720
C -2.045 1.154 -2.071
C -2.066 0.871 -0.540
C 8.342 -2.341 -0.750
C 1.025 3.075 0.713
C 0.519 0.509 -0.223
C -1.902 -1.137 4.600
H 4.230 -2.319 -1.871
H 6.509 -1.422 0.743
H 1.248 2.395 1.533
H 1.083 4.110 1.048
H -2.194 3.617 0.935
H -2.134 -2.099 5.061
H -0.211 -0.992 1.728
H -1.298 4.439 -1.809
H 1.018 1.062 -1.016
H -3.782 0.002 -3.656
H -1.958 0.232 -2.644
H -0.685 -2.981 3.436
H -0.095 -0.085 3.191
H 2.653 -3.963 0.005
H 8.568 -1.499 -0.078
H 2.412 -0.877 -1.545
H -0.027 -0.843 -1.820
H 8.843 -2.157 -1.698
H -0.260 -1.597 -0.226
H 2.873 -4.779 -1.560
H -4.611 1.438 -4.358
H 1.842 2.942 -0.001
H -3.506 3.806 -3.654
H 1.165 0.410 0.653
H 0.759 -3.370 -1.337
H -2.353 -3.328 3.081
H -1.165 1.729 -2.369
H -1.789 3.307 -3.564
H -2.118 -1.269 -1.229
H -5.142 0.796 -2.829
H -0.855 4.709 0.789
H -0.070 2.881 -1.068
H -1.240 -2.897 1.708
H -2.910 2.583 -4.738
H -2.995 4.202 -1.176
H -2.684 -0.435 4.899
H -2.065 5.625 -0.788
H 4.362 -3.168 1.025
H 0.529 2.032 3.326
H -2.892 -1.118 2.660
H -4.555 -0.899 -1.537
H 4.349 -1.573 0.308
H -3.875 2.449 -1.934
H 2.175 -1.661 0.070
H 4.985 -3.881 -1.508
H -0.965 -0.723 4.971
H 8.694 -3.252 -0.248
H -1.066 3.551 2.722
H -4.302 -0.976 1.285
H 6.706 -3.142 1.021
H 1.760 -2.877 -2.695
H -2.263 -1.139 0.478
```

---

Entry 2:
The following is a quantum chemistry calculation of a structure of composition C27H53BN10S3V, from OMol25.

Properties
Frontier orbital gap (alpha / beta) (eV): 6.526 / 7.477
LUMO (alpha / beta) (eV): -5.87 / -4.98
Expectation value of S²: 0.84
2S+1: 2
Net charge: +2

XYZ file:
```
95
C27H53BN10S3V (ωB97M-V/def2-TZVPD)
V -0.787 -0.193 0.725
S -0.427 -1.118 -1.724
S 1.860 -0.477 0.789
S -0.343 2.180 -0.267
N 1.557 3.336 0.849
N -0.025 -2.059 0.509
N 0.606 0.881 -2.742
N -2.256 0.406 -0.528
N 2.895 -2.385 -0.449
N 0.066 1.059 2.064
N 2.041 1.957 -0.882
N -1.506 0.383 -3.390
N -2.095 -0.813 2.066
N 2.474 -0.478 -1.598
C -0.253 0.345 3.293
C -3.743 0.533 -4.532
C -0.437 0.015 -2.618
C 3.190 2.452 -0.387
C 0.848 4.116 1.912
C -1.718 -0.141 3.312
C 3.028 -3.491 0.553
C 0.081 3.164 2.857
C 2.989 -1.387 -2.444
C -3.589 -0.274 -2.181
C 0.188 1.817 -3.613
C 2.422 -1.099 -0.385
C -1.091 1.514 -4.015
C 1.847 4.918 2.785
C -3.388 -0.396 1.523
C 2.572 -3.119 1.982
C -0.476 -2.695 1.739
C 3.251 -2.541 -1.748
C -0.123 5.130 1.272
C 2.171 -4.691 0.093
C 1.055 2.505 -0.116
C -2.852 -0.255 -3.539
C -3.354 -0.410 -0.021
C -1.913 -2.269 2.083
C 4.508 -3.921 0.637
C -2.707 -1.689 -4.088
C 2.900 3.297 0.658
B 2.006 0.936 -2.058
H -4.605 -0.712 -2.294
H -3.278 0.567 -5.540
H 2.489 -5.057 -0.906
H -0.074 1.001 4.152
H 0.430 -0.501 3.402
H -3.063 -0.880 -1.420
H 1.492 -2.860 2.004
H 3.643 3.826 1.237
H -4.741 0.053 -4.636
H 0.204 -2.441 2.556
H -4.304 -0.032 -0.415
H -3.695 0.760 -1.788
H -0.420 1.985 2.040
H 5.137 -3.067 0.968
H 1.098 1.169 1.938
H 3.177 -2.280 2.387
H 2.779 1.320 -2.884
H -2.452 1.422 -0.377
H 3.664 -3.443 -2.180
H 4.638 -4.756 1.360
H -1.893 -0.777 4.189
H -3.238 -1.434 -0.390
H -2.135 -2.344 -3.403
H -4.204 -1.024 1.901
H 2.258 -5.539 0.806
H -2.185 -1.673 -5.069
H -3.705 -2.157 -4.228
H 0.782 2.436 3.318
H 2.707 -3.981 2.671
H -0.712 2.597 2.336
H -2.214 -2.698 3.047
H -0.416 3.737 3.670
H -0.630 5.734 2.056
H 4.179 2.215 -0.757
H 0.432 5.821 0.602
H -2.566 -2.745 1.340
H 1.102 -4.393 0.028
H -1.852 1.038 1.372
H -0.430 -3.784 1.624
H 2.560 4.236 3.297
H 1.016 -2.086 0.425
H -2.059 0.205 -1.535
H -1.667 2.107 -4.711
H 1.312 5.495 3.570
H 3.156 -1.229 -3.502
H -0.915 4.636 0.680
H -2.336 0.752 3.472
H 0.770 2.671 -3.936
H 2.420 5.642 2.166
H 4.885 -4.270 -0.347
H -3.908 1.573 -4.175
H -3.626 0.634 1.821
H -0.479 -2.512 -0.317
```

---

Entry 3:
The following is a quantum chemistry calculation of a structure of composition C27H53Br2FN6O4, from OMol25.

Properties
Frontier orbital gap (eV): 9.242
LUMO (eV): 0.61
Net charge: 0

XYZ file:
```
93
C27H53Br2FN6O4 (ωB97M-V/def2-TZVPD)
Br -5.378 1.698 -3.506
Br -4.761 -1.194 -2.201
F -0.807 -2.115 0.225
O 3.123 -3.515 -5.142
O 0.311 5.440 6.921
O 5.000 -6.369 -2.017
O -1.090 2.512 3.639
N -0.450 2.372 -0.782
N -3.894 -2.117 0.906
N 1.312 4.374 4.369
N 2.328 -5.432 -2.804
N -4.731 1.568 1.019
N 1.809 -0.620 -2.849
C -4.238 1.545 -2.006
C 2.154 -4.546 -5.194
C 3.838 -7.189 -2.030
C -4.946 2.417 2.190
C -0.751 -0.435 1.871
C 1.056 6.198 5.976
C 0.925 -0.482 -4.023
C 2.877 -6.742 -3.109
C -1.605 2.980 4.871
C 4.433 -3.919 -4.796
C -1.546 -0.003 -0.618
C 1.096 4.667 7.802
C -3.698 2.893 -1.629
C 1.500 -4.849 -3.851
C -0.621 -0.763 0.399
C -3.339 1.156 0.939
C -0.108 0.629 -3.819
C -1.454 0.138 -3.261
C -0.506 3.500 2.803
C -0.947 1.343 -0.695
C -1.331 -0.709 -1.982
C 5.157 -5.595 -0.847
C -3.090 0.117 -0.212
C 0.788 5.715 4.569
C -3.502 -1.164 0.410
C 0.965 3.764 3.092
C -3.991 0.363 -1.443
H 0.655 -5.522 -4.032
H -3.015 0.685 1.872
H 0.746 7.243 6.061
H 0.123 -0.815 2.403
H -2.428 2.324 5.154
H 1.279 6.394 3.864
H -5.305 0.735 1.114
H 5.148 -6.223 0.050
H -3.367 3.416 -2.529
H -2.858 2.844 -0.946
H 4.377 -4.834 -0.743
H 0.401 -1.436 -4.154
H 3.085 -4.798 -2.584
H -5.899 2.939 2.101
H -2.106 1.003 -3.125
H 2.589 -5.441 -5.656
H -0.572 3.120 1.782
H 1.634 3.864 7.286
H 1.370 -4.187 -5.866
H 1.514 -0.294 -4.927
H -0.859 2.951 5.670
H 5.126 -3.223 -5.269
H 4.151 -8.217 -2.232
H 0.419 4.224 8.531
H 1.827 5.285 8.333
H -2.722 2.044 0.804
H 1.357 4.397 2.290
H -0.825 0.641 2.030
H 6.125 -5.101 -0.917
H -1.939 -0.479 -4.025
H 0.991 3.779 5.122
H -0.296 5.788 4.394
H 1.492 2.809 3.026
H 0.312 1.397 -3.159
H 2.056 -7.464 -3.167
H 4.607 -3.889 -3.716
H 0.394 -0.539 0.059
H 4.650 -4.929 -5.155
H 2.126 6.137 6.201
H 2.719 -0.964 -3.131
H 3.347 -7.164 -1.052
H 1.965 0.290 -2.426
H 1.086 -3.916 -3.462
H -4.495 3.483 -1.171
H -1.983 4.003 4.784
H -1.106 4.419 2.843
H -1.628 -0.928 2.292
H -0.309 1.130 -4.771
H -4.924 1.865 3.141
H -0.320 -1.124 -1.949
H 3.414 -6.777 -4.068
H -4.152 3.169 2.236
H -2.001 -1.570 -2.005
```

---

Entry 4:
The following is a quantum chemistry calculation of a structure of composition C27H53BrN3O4, from OMol25.

Properties
Frontier orbital gap (eV): 5.677
LUMO (eV): 2.00
Net charge: -1

XYZ file:
```
88
C27H53BrN3O4 (ωB97M-V/def2-TZVPD)
Br -6.147 -0.646 -4.077
O 3.540 2.861 -0.587
O 3.774 5.142 -0.894
O 2.099 4.271 0.405
O -1.260 1.327 4.102
N 1.962 -2.955 -4.960
N 0.930 -1.274 -3.677
N 3.052 -2.347 -3.026
C -0.269 -2.838 1.337
C -2.982 0.131 -2.430
C -1.418 2.517 -2.066
C -1.699 0.048 4.500
C 1.909 -2.606 2.578
C 0.780 -3.577 2.214
C 2.692 -2.413 -1.585
C -2.909 2.623 -1.763
C 1.971 -2.229 -3.921
C 0.186 1.499 2.156
C 0.809 2.756 -0.874
C 3.201 4.181 -0.407
C -3.613 1.254 -1.614
C 1.565 2.882 0.469
C -0.603 2.183 -0.801
C 2.981 0.698 0.596
C -2.496 -1.411 -0.026
C 3.840 2.687 1.743
C -1.711 -3.071 1.802
C -2.655 -1.922 1.428
C 0.745 2.875 1.744
C -3.698 -1.198 -2.315
C 2.728 0.010 -0.760
C 3.433 -1.353 -0.779
C 2.930 2.218 0.573
C -1.253 1.524 2.699
C -3.751 -1.707 -0.860
H -2.958 0.464 -3.469
H 3.028 0.638 -1.594
H -2.116 -3.997 1.399
H -2.446 -1.089 2.103
H -1.757 2.452 2.432
H 4.474 -1.271 -1.080
H -4.651 -1.348 -0.357
H -1.180 1.829 -2.873
H -3.415 3.286 -2.460
H -1.802 0.724 2.200
H 1.364 -0.381 -3.467
H 1.622 -2.350 -1.403
H -4.632 1.362 -1.990
H 3.807 1.927 2.522
H -2.281 -0.346 0.023
H -0.071 3.590 1.658
H -0.020 -1.777 1.334
H 1.379 3.248 2.544
H 1.655 -0.187 -0.824
H 3.454 -1.703 0.259
H -3.698 -2.196 1.562
H 2.318 -2.184 1.662
H 0.344 -1.547 -2.899
H -1.658 -1.883 -0.539
H -2.520 -0.329 3.891
H -0.860 -0.654 4.521
H 2.319 0.276 1.343
H -1.696 -3.140 2.892
H 3.530 3.615 2.209
H 4.855 2.722 1.366
H -3.729 1.021 -0.557
H -1.079 3.500 -2.405
H 0.290 -3.920 3.122
H -1.934 0.017 -2.124
H -4.765 -1.070 -2.722
H -0.174 -3.253 0.336
H -0.564 1.101 -0.667
H 1.376 2.204 -1.618
H -2.067 0.131 5.521
H 1.529 -1.797 3.201
H 1.206 -4.410 1.661
H 0.729 3.764 -1.269
H 2.683 -3.114 3.151
H 0.818 1.034 2.910
H 3.457 -3.244 -3.257
H -1.172 2.613 0.021
H 3.003 -3.390 -1.214
H 1.142 -2.740 -5.516
H 3.994 0.427 0.896
H -2.988 3.129 -0.797
H -3.198 -1.934 -2.948
H -3.828 -2.797 -0.907
H 0.218 0.834 1.293
```

---

Entry 5:
The following is a quantum chemistry calculation of a cluster of 11 separate species, C27H54BF3N12O23 in total, from OMol25.

Properties
Frontier orbital gap (eV): 7.704
LUMO (eV): -0.60
Net charge: 0

XYZ file:
```
120
C27H54BF3N12O23 (ωB97M-V/def2-TZVPD)
F 0.754 3.643 2.594
F -1.885 6.137 2.321
F -0.367 4.846 4.428
O -2.925 2.113 7.399
O -1.239 0.855 6.876
O 4.291 9.448 -2.580
O -3.968 -10.297 2.268
O 6.085 3.149 -4.795
O -4.146 -7.863 0.364
O 1.032 -1.521 0.539
O -3.571 -12.164 1.245
O 9.371 4.369 -1.917
O -2.111 -9.063 4.687
O -8.734 -7.981 -1.304
O -7.047 -3.584 0.132
O 3.071 8.331 -3.980
O -1.072 1.862 -1.976
O -1.864 -6.998 4.073
O -5.360 -9.001 -1.026
O -1.629 -3.628 -0.065
O -8.483 -5.906 -1.923
O -3.630 -4.460 -0.082
O 3.710 2.641 -2.310
O 7.729 5.695 -1.418
O 5.059 5.054 -4.846
O -6.215 -4.624 1.840
N 5.652 4.403 -0.897
N -6.634 -3.629 1.274
N -2.470 -4.442 0.281
N 5.171 3.880 -5.133
N 3.331 9.318 -3.318
N -1.073 -0.961 -0.713
N -3.260 -11.054 1.631
N -5.110 -8.005 -0.376
N 8.637 5.316 -2.138
N -9.152 -6.909 -1.722
N -2.534 -7.999 4.274
N -2.008 1.776 6.672
C -1.209 4.925 2.139
C -2.044 -5.506 1.228
C -3.989 -7.904 3.988
C 0.915 0.805 -0.880
C 4.582 1.564 1.270
C 0.497 3.463 -0.851
C -6.644 -2.358 2.042
C -0.546 4.520 -0.328
C 4.102 3.275 -5.968
C 5.062 5.760 -1.087
C 3.810 0.213 0.933
C 6.150 1.531 0.963
C 2.313 1.055 -0.995
C -1.478 3.975 0.870
C -0.037 2.024 -1.313
C -10.606 -6.813 -2.013
C -1.896 -10.570 1.297
C -6.057 -6.867 -0.492
C -0.276 4.475 3.083
C 3.534 5.714 -1.583
C 2.391 10.464 -3.424
C 2.766 2.506 -1.513
C 8.872 6.070 -3.396
C -1.805 2.555 5.423
C 2.584 5.045 -0.473
C 3.450 0.024 -0.615
C 1.872 3.713 -0.931
B 0.340 -0.598 -0.327
H 6.594 0.555 1.367
H -4.101 -7.658 2.933
H 2.373 10.778 -4.466
H -1.380 -11.342 0.731
H -2.007 -9.663 0.704
H 6.637 2.398 1.538
H 3.360 4.038 -6.192
H 4.153 2.498 0.789
H -7.032 -7.215 -0.164
H 5.165 6.301 -0.079
H 5.659 6.277 -1.907
H -0.992 -5.365 1.464
H 4.567 2.909 -6.882
H -4.397 -7.118 4.623
H 3.215 6.814 -1.655
H -6.016 -1.647 1.508
H 1.412 10.116 -3.099
H -11.072 -7.770 -1.790
H -1.381 -10.370 2.236
H -11.016 -6.027 -1.381
H -5.707 -6.054 0.141
H 8.148 6.880 -3.459
H -6.251 -2.547 3.039
H 4.479 1.722 2.404
H -7.676 -2.013 2.093
H -4.454 -8.860 4.211
H 3.660 2.462 -5.395
H -1.297 -1.849 -0.215
H -10.713 -6.568 -3.069
H 3.254 -1.045 -0.928
H 3.411 5.273 -2.618
H -6.077 -6.562 -1.535
H 4.507 -0.649 1.225
H 4.386 0.354 -1.197
H 1.910 5.853 -0.065
H -1.255 4.743 -1.205
H -2.557 3.339 5.372
H -2.563 4.197 0.575
H 3.289 4.755 0.389
H -2.655 -5.412 2.124
H 1.349 -2.249 -0.041
H -1.908 1.866 4.586
H 6.404 1.704 -0.132
H 6.570 4.425 -0.452
H -0.125 5.517 -0.009
H -1.326 2.883 1.121
H -1.639 -0.259 -0.193
H 5.805 4.027 -1.850
H 8.746 5.374 -4.224
H 2.855 0.133 1.543
H -2.205 -6.465 0.740
H 2.746 11.269 -2.784
H 9.887 6.461 -3.359
H -0.806 2.982 5.461
```

---

Going through the records in order, we get energy values of -47808.6681; -102603.5220; -188787.4680; -111563.0810; -102645.0961 eV.
Going through the records in order, we get largest force on an atom values of 2.956; 15.869; 0.568; 2.621; 3.600 eV Å⁻¹.